P.
Molecular formula: C19H21N3O4
Method: DFT, ωB97M-V/def2-TZVPD

Computed properties:
LUMO energy (hartree): -0.0060
Kohn-Sham gap (eV): 8.28
Multiplicity: 1
SMILES string: CCc1cc(=O)oc2cc(OCC(=O)NCCCn3ccnc3)ccc12

Structure (XYZ):
```
47
C19H21N3O4, DFT ωB97M-V/def2-TZVPD
C -4.754 -1.268 -1.868
C -4.918 -1.169 -0.349
C -3.580 -1.152 0.327
C -3.056 -2.286 0.846
C -1.747 -2.344 1.460
O -1.212 -3.335 1.887
O -1.060 -1.156 1.548
C -1.553 -0.009 1.040
C -0.737 1.114 1.161
C -1.132 2.315 0.597
O -0.381 3.446 0.579
C 0.863 3.450 1.248
C 1.914 2.487 0.676
O 2.857 2.124 1.344
N 1.693 2.119 -0.598
C 2.483 1.127 -1.294
C 1.876 -0.278 -1.178
C 2.246 -0.963 0.146
N 3.634 -1.332 0.164
C 4.192 -2.414 -0.458
C 5.536 -2.320 -0.243
N 5.812 -1.207 0.486
C 4.661 -0.639 0.713
C -2.377 2.397 -0.045
C -3.192 1.299 -0.128
C -2.800 0.059 0.397
H -4.183 -0.427 -2.255
H -5.728 -1.279 -2.349
H -4.230 -2.185 -2.128
H -5.485 -2.032 0.004
H -5.480 -0.269 -0.095
H -3.591 -3.222 0.817
H 0.196 0.998 1.686
H 0.744 3.233 2.316
H 1.240 4.471 1.146
H 0.865 2.462 -1.061
H 2.551 1.423 -2.344
H 3.485 1.135 -0.859
H 0.789 -0.212 -1.259
H 2.242 -0.891 -2.003
H 2.067 -0.289 0.984
H 1.634 -1.860 0.283
H 3.599 -3.144 -0.970
H 6.318 -2.979 -0.563
H 4.517 0.264 1.272
H -2.672 3.345 -0.465
H -4.148 1.393 -0.616
```

Quick look at the natural (NBO) charges, all values in e: -0.595 -0.439 0.116 -0.347 0.737 -0.560 -0.476 0.433 -0.399 0.407 -0.503 -0.170 0.649 -0.631 -0.613 -0.234 -0.412 -0.212 -0.351 -0.121 -0.094 -0.464 0.157 -0.304 -0.142 -0.213 0.206 0.217 0.213 0.222 0.215 0.232 0.241 0.210 0.228 0.404 0.207 0.233 0.208 0.216 0.221 0.221 0.213 0.204 0.220 0.230 0.219



Q.
Molecular formula: C19H21N3O4
Method: DFT, ωB97M-V/def2-TZVPD

Computed properties:
LUMO energy (hartree): 0.0031
Kohn-Sham gap (eV): 9.28
Multiplicity: 1
SMILES string: COC(CNC(=O)c1cccc2c1C(=O)N(Cc1cccnc1)C2)OC

Structure (XYZ):
```
47
C19H21N3O4, DFT ωB97M-V/def2-TZVPD
C -0.971 -2.801 0.301
O -1.795 -2.059 -0.586
C -3.063 -1.717 -0.092
C -3.029 -0.842 1.180
N -2.098 0.246 1.038
C -2.400 1.314 0.284
O -3.517 1.526 -0.160
C -1.282 2.283 -0.003
C -1.686 3.463 -0.629
C -0.791 4.423 -1.064
C 0.573 4.220 -0.920
C 0.992 3.061 -0.303
C 0.094 2.103 0.187
C 0.906 1.035 0.819
O 0.558 0.032 1.430
N 2.204 1.365 0.637
C 3.274 0.483 1.025
C 3.301 -0.798 0.223
C 2.567 -0.977 -0.941
C 2.634 -2.195 -1.599
C 3.442 -3.188 -1.069
N 4.153 -3.025 0.034
C 4.078 -1.868 0.660
C 2.398 2.608 -0.061
O -3.841 -2.840 0.213
C -4.233 -3.587 -0.919
H -0.253 -3.331 -0.324
H -0.431 -2.143 0.986
H -1.564 -3.523 0.867
H -3.511 -1.139 -0.916
H -2.744 -1.454 2.035
H -4.035 -0.445 1.331
H -1.126 0.058 1.287
H -2.747 3.595 -0.778
H -1.156 5.323 -1.535
H 1.288 4.944 -1.282
H 3.148 0.222 2.083
H 4.221 1.018 0.911
H 1.939 -0.190 -1.332
H 2.064 -2.365 -2.499
H 3.527 -4.157 -1.542
H 4.670 -1.786 1.563
H 2.964 3.319 0.554
H 2.945 2.460 -1.001
H -4.790 -4.442 -0.542
H -4.872 -2.986 -1.575
H -3.363 -3.930 -1.487
```

Quick look at the natural (NBO) charges, all values in e: -0.277 -0.550 0.369 -0.265 -0.612 0.649 -0.640 -0.098 -0.164 -0.186 -0.196 -0.008 -0.085 0.662 -0.643 -0.407 -0.223 -0.074 -0.167 -0.247 0.026 -0.406 0.039 -0.229 -0.548 -0.252 0.190 0.187 0.182 0.169 0.211 0.232 0.434 0.250 0.220 0.217 0.231 0.220 0.214 0.223 0.194 0.187 0.215 0.214 0.192 0.170 0.178



Least stable = Q



P.
Molecular formula: C3H3NO
Method: DFT, ωB97M-V/def2-TZVPD

Computed properties:
LUMO energy (hartree): -0.0364
Kohn-Sham gap (eV): 8.82
Multiplicity: 1

Structure (XYZ):
```
8
C3H3NO, DFT ωB97M-V/def2-TZVPD
C 0.462 -0.530 0.762
C -0.190 0.031 -0.352
O -0.709 -0.881 -1.083
C -0.290 1.419 -0.744
N -0.348 2.541 -1.024
H -0.239 -1.004 1.452
H 0.014 -1.540 -0.259
H 1.300 -0.037 1.247
```

Quick look at the natural (NBO) charges, all values in e: -0.787 0.399 -0.568 0.196 -0.211 0.272 0.456 0.242



Q.
Molecular formula: C3H3NO
Method: DFT, ωB97M-V/def2-TZVPD

Computed properties:
LUMO energy (spin up / spin down) (hartree): 0.0084 / 0.0084
Kohn-Sham gap (spin up / spin down) (eV): 9.08 / 9.08
Multiplicity: 1

Structure (XYZ):
```
8
C3H3NO, DFT ωB97M-V/def2-TZVPD
C -0.391 -0.274 -0.242
C -0.967 -1.014 0.866
C 0.817 0.631 -0.268
N -1.295 -0.664 -0.986
O -1.653 -1.783 1.397
H 1.424 0.664 -1.229
H 1.475 0.734 0.608
H 0.589 1.706 -0.146
```

Quick look at the natural (NBO) charges, all values in e: 0.045 0.644 -0.713 -0.308 -0.417 0.254 0.247 0.248



R.
Molecular formula: C3H3NO
Method: DFT, ωB97M-V/def2-TZVPD

Computed properties:
LUMO energy (spin up / spin down) (hartree): -0.0453 / -0.0940
Kohn-Sham gap (spin up / spin down) (eV): 8.90 / 6.59
Multiplicity: 1

Structure (XYZ):
```
8
C3H3NO, DFT ωB97M-V/def2-TZVPD
C 2.315 0.042 -0.275
C -1.747 0.213 0.008
C -0.644 -0.388 0.260
N 1.665 -0.943 -0.526
O 2.821 1.028 0.004
H -2.730 0.065 0.518
H -1.763 0.859 -0.922
H 0.083 -0.876 0.932
```

Quick look at the natural (NBO) charges, all values in e: 0.696 -0.544 0.130 -0.588 -0.497 0.272 0.266 0.266



Least stable = R



P.
Molecular formula: C3H7NO2S
Method: DFT, ωB97M-V/def2-TZVPD

Computed properties:
LUMO energy (spin up / spin down) (hartree): -0.1163 / -0.1162
Kohn-Sham gap (spin up / spin down) (eV): 5.66 / 5.67
Multiplicity: 1

Structure (XYZ):
```
14
C3H7NO2S, DFT ωB97M-V/def2-TZVPD
C 1.401 -0.024 -0.808
C 0.110 0.756 1.372
C 0.145 0.321 -0.032
N -1.028 0.518 -0.757
O -2.057 0.666 -0.064
O -0.928 0.668 -1.987
S -0.674 -2.648 -0.242
H 2.110 -0.671 -0.255
H 1.840 0.913 -1.136
H 0.940 -0.603 -1.783
H 0.629 0.151 2.120
H -0.970 0.736 1.686
H 0.398 1.846 1.391
H -1.917 -2.628 0.498
```

Quick look at the natural (NBO) charges, all values in e: -0.713 -0.746 0.431 0.390 -0.373 -0.353 -0.371 0.258 0.244 0.281 0.267 0.287 0.257 0.141



Q.
Molecular formula: C3H7NO2S
Method: DFT, ωB97M-V/def2-TZVPD

Computed properties:
LUMO energy (hartree): 0.0177
Kohn-Sham gap (eV): 10.41
Multiplicity: 1
SMILES string: N=[S@@]1(=O)CCCO1

Structure (XYZ):
```
14
C3H7NO2S, DFT ωB97M-V/def2-TZVPD
N -2.402 -0.158 -1.268
S -1.404 -0.077 -0.118
O -1.927 -0.113 1.198
C 0.127 -1.176 -0.043
C 1.059 -0.198 0.663
C 0.948 1.267 0.183
O -0.325 1.530 -0.207
H -1.966 -0.306 -2.248
H 0.291 -1.436 -1.178
H -0.085 -2.151 0.335
H 2.163 -0.441 0.682
H 0.764 -0.168 1.817
H 1.148 2.035 0.926
H 1.609 1.392 -0.741
```

Quick look at the natural (NBO) charges, all values in e: -1.070 2.084 -0.896 -0.600 -0.473 -0.058 -0.690 0.399 0.224 0.262 0.240 0.234 0.195 0.149



Least stable = P



P.
Molecular formula: C3H7NO2S
Method: DFT, ωB97M-V/def2-TZVPD

Computed properties:
LUMO energy (hartree): 0.0223
Kohn-Sham gap (eV): 10.88
Multiplicity: 1

Structure (XYZ):
```
14
C3H7NO2S, DFT ωB97M-V/def2-TZVPD
C -0.349 0.313 1.080
C 0.518 0.373 -0.162
C 1.488 -0.820 -0.358
N -0.469 0.496 -1.236
O -2.092 -1.479 0.054
O -2.803 0.902 0.071
S -1.764 -0.119 0.001
H -0.056 -0.254 1.844
H -0.485 1.249 1.503
H 1.267 1.286 -0.322
H 1.038 -1.679 0.108
H 2.589 -0.609 0.051
H 1.697 -1.166 -1.325
H -0.578 1.508 -1.309
```

Quick look at the natural (NBO) charges, all values in e: -0.651 -0.093 -0.622 -0.763 -0.876 -0.909 2.206 0.231 0.243 0.206 0.208 0.211 0.231 0.378



Q.
Molecular formula: C3H7NO2S
Method: DFT, ωB97M-V/def2-TZVPD

Computed properties:
LUMO energy (spin up / spin down) (hartree): -0.0042 / -0.0041
Kohn-Sham gap (spin up / spin down) (eV): 8.74 / 8.75
Multiplicity: 1

Structure (XYZ):
```
14
C3H7NO2S, DFT ωB97M-V/def2-TZVPD
C -0.662 2.009 -0.172
C 1.377 -1.084 0.130
C 0.048 -1.353 -0.581
N 0.340 2.289 0.498
O -1.391 -0.405 1.416
O -2.314 -0.233 -0.865
S -1.201 -0.189 0.035
H -1.691 2.155 -0.439
H 1.695 -0.080 0.132
H 1.308 -1.294 1.147
H 2.174 -1.649 -0.213
H -0.119 -2.360 -0.398
H 0.104 -1.067 -1.635
H 0.331 3.260 0.944
```

Quick look at the natural (NBO) charges, all values in e: 0.059 -0.618 -0.635 -0.581 -0.936 -0.965 1.958 0.223 0.220 0.220 0.214 0.242 0.230 0.370



Least stable = Q



P.
Molecular formula: C2H4N4
Method: DFT, ωB97M-V/def2-TZVPD

Computed properties:
LUMO energy (hartree): 0.0196
Kohn-Sham gap (eV): 11.07
Multiplicity: 1
SMILES string: Cc1nnn[nH]1

Structure (XYZ):
```
10
C2H4N4, DFT ωB97M-V/def2-TZVPD
C -1.420 0.740 1.427
C -0.309 0.265 0.460
N 0.933 -0.125 0.713
N 1.381 -0.689 -0.449
N 0.557 -0.524 -1.448
N -0.507 0.102 -0.904
H -0.787 1.356 2.356
H -1.979 -0.396 1.731
H -2.177 1.471 0.793
H -1.228 0.196 -1.588
```

Quick look at the natural (NBO) charges, all values in e: -0.686 0.313 -0.302 -0.075 -0.061 -0.393 0.276 0.261 0.243 0.424



Q.
Molecular formula: C2H4N4
Method: DFT, ωB97M-V/def2-TZVPD

Computed properties:
LUMO energy (hartree): 0.0243
Kohn-Sham gap (eV): 10.72
Multiplicity: 1
SMILES string: Cn1cnnn1

Structure (XYZ):
```
10
C2H4N4, DFT ωB97M-V/def2-TZVPD
C 0.361 0.159 1.324
N -0.036 -0.250 -0.024
C -0.043 0.581 -1.085
N -0.591 -0.141 -2.093
N -0.938 -1.257 -1.680
N -0.570 -1.404 -0.323
H -0.051 -0.505 2.033
H 1.412 0.146 1.454
H 0.008 1.051 1.554
H 0.447 1.619 -1.159
```

Quick look at the natural (NBO) charges, all values in e: -0.397 -0.140 0.075 -0.252 -0.063 -0.110 0.232 0.215 0.210 0.230



Least stable = P



P.
Molecular formula: C2H4N4
Method: DFT, ωB97M-V/def2-TZVPD

Computed properties:
LUMO energy (spin up / spin down) (hartree): -0.0329 / -0.0298
Kohn-Sham gap (spin up / spin down) (eV): 6.26 / 7.36
Multiplicity: 1
SMILES string: [H]/N=N/C(N=C)=N/[H]

Structure (XYZ):
```
10
C2H4N4, DFT ωB97M-V/def2-TZVPD
H -2.747 -0.328 -0.678
N -2.011 -0.312 0.060
N -1.155 0.509 -0.177
C 0.489 0.426 -0.632
N 1.095 0.280 0.523
C 0.681 -0.699 1.285
N 0.987 0.795 -1.723
H 1.115 1.808 -1.717
H 1.253 -0.851 2.203
H 0.294 -1.629 0.855
```

Quick look at the natural (NBO) charges, all values in e: 0.344 -0.407 -0.173 0.615 -0.436 0.037 -0.756 0.408 0.186 0.181



Q.
Molecular formula: C2H4N4
Method: DFT, ωB97M-V/def2-TZVPD

Computed properties:
LUMO energy (hartree): 0.0396
Kohn-Sham gap (eV): 9.72
Multiplicity: 1
SMILES string: Nc1nc[nH]n1

Structure (XYZ):
```
10
C2H4N4, DFT ωB97M-V/def2-TZVPD
N 1.951 -0.102 0.144
C 0.584 0.007 0.081
N -0.050 0.706 -0.911
C -1.312 0.412 -0.695
N -1.438 -0.363 0.398
N -0.206 -0.647 0.907
H 2.310 -0.382 1.044
H 2.471 0.619 -0.329
H -2.154 0.758 -1.282
H -2.171 -1.020 0.604
```

Quick look at the natural (NBO) charges, all values in e: -0.810 0.453 -0.512 0.194 -0.371 -0.356 0.393 0.394 0.205 0.410



Least stable = P



P.
Molecular formula: C2H4N4
Method: DFT, ωB97M-V/def2-TZVPD

Computed properties:
LUMO energy (hartree): 0.0336
Kohn-Sham gap (eV): 9.09
Multiplicity: 1
SMILES string: [H]/N=N/N1C=C1N

Structure (XYZ):
```
10
C2H4N4, DFT ωB97M-V/def2-TZVPD
H 0.813 -2.559 -0.131
N 0.537 -1.601 -0.291
N 1.572 -0.918 -0.302
N 1.195 0.365 -0.661
C 0.721 1.268 0.353
C -0.253 0.573 -0.103
N -1.574 0.352 -0.272
H 1.140 2.183 0.696
H -1.867 -0.548 -0.613
H -2.215 0.886 0.301
```

Quick look at the natural (NBO) charges, all values in e: 0.330 -0.417 0.035 -0.281 -0.210 0.321 -0.810 0.220 0.413 0.400



Q.
Molecular formula: C2H4N4
Method: DFT, ωB97M-V/def2-TZVPD

Computed properties:
LUMO energy (hartree): -0.0043
Kohn-Sham gap (eV): 8.54
Multiplicity: 1

Structure (XYZ):
```
10
C2H4N4, DFT ωB97M-V/def2-TZVPD
C -1.535 0.769 -0.604
C 1.630 -0.473 0.122
N -1.888 -0.751 1.113
N -2.198 0.003 0.275
N -0.215 0.486 -0.589
N 0.213 -0.261 0.370
H -2.010 1.586 -1.127
H 1.993 -1.491 0.164
H 1.834 0.086 -0.762
H 2.176 0.045 1.039
```

Quick look at the natural (NBO) charges, all values in e: -0.088 -0.440 0.109 -0.035 -0.163 -0.226 0.225 0.212 0.212 0.194



R.
Molecular formula: C2H4N4
Method: DFT, ωB97M-V/def2-TZVPD

Computed properties:
LUMO energy (spin up / spin down) (hartree): 0.0008 / -0.0235
Kohn-Sham gap (spin up / spin down) (eV): 9.10 / 9.51
Multiplicity: 1

Structure (XYZ):
```
10
C2H4N4, DFT ωB97M-V/def2-TZVPD
C -0.417 -0.525 -1.467
C -0.184 0.779 0.514
N -0.292 -1.629 -0.800
N 0.509 0.216 -0.691
N 0.588 -1.020 0.103
N 0.070 -0.415 1.261
H -0.999 -0.146 -2.419
H 0.068 1.766 0.792
H -1.321 0.575 0.371
H 1.979 0.399 2.337
```

Quick look at the natural (NBO) charges, all values in e: 0.164 -0.132 -0.272 -0.290 0.025 -0.166 0.228 0.220 0.210 0.012



S.
Molecular formula: C2H4N4
Method: DFT, ωB97M-V/def2-TZVPD

Computed properties:
LUMO energy (hartree): 0.0217
Kohn-Sham gap (eV): 9.38
Multiplicity: 1
SMILES string: Nc1ncn[nH]1

Structure (XYZ):
```
10
C2H4N4, DFT ωB97M-V/def2-TZVPD
N 0.277 2.001 -0.006
C 0.128 0.687 -0.146
N -1.105 0.139 0.280
C -0.845 -1.299 0.309
N 0.321 -1.630 -0.071
N 0.983 -0.334 -0.354
H -0.376 2.577 0.585
H 1.389 2.278 0.044
H -1.761 -1.987 0.456
H 1.714 -0.428 -1.007
```

Quick look at the natural (NBO) charges, all values in e: -0.805 0.516 -0.584 0.165 -0.309 -0.444 0.440 0.395 0.219 0.408



Least stable = R



P.
Molecular formula: C2H4N4
Method: DFT, ωB97M-V/def2-TZVPD

Computed properties:
LUMO energy (hartree): 0.0323
Kohn-Sham gap (eV): 9.66
Multiplicity: 1
SMILES string: C1=NNC=NN1

Structure (XYZ):
```
10
C2H4N4, DFT ωB97M-V/def2-TZVPD
C -1.247 -0.204 -0.087
N -0.515 -1.154 -0.098
N 0.751 -0.923 0.383
C 1.323 0.275 0.120
N 0.572 1.293 -0.220
N -0.777 0.947 0.484
H -2.343 -0.426 -0.387
H 1.363 -1.766 0.064
H 2.297 0.316 -0.478
H -1.425 1.642 0.218
```

Quick look at the natural (NBO) charges, all values in e: 0.192 -0.288 -0.465 0.199 -0.286 -0.519 0.200 0.398 0.204 0.366



Q.
Molecular formula: C2H4N4
Method: DFT, ωB97M-V/def2-TZVPD

Computed properties:
LUMO energy (hartree): -0.0315
Kohn-Sham gap (eV): 8.38
Multiplicity: 1

Structure (XYZ):
```
10
C2H4N4, DFT ωB97M-V/def2-TZVPD
N 1.191 0.721 0.971
C 0.359 0.021 0.135
N -0.895 -0.046 0.600
C -1.729 -0.383 -0.385
N -1.259 -0.930 -1.462
N 0.656 -0.463 -1.045
H 2.171 0.501 1.005
H 0.747 0.819 1.874
H -2.805 -0.108 -0.255
H 1.564 -0.132 -1.438
```

Quick look at the natural (NBO) charges, all values in e: -0.799 0.563 -0.624 0.148 -0.131 -0.591 0.383 0.407 0.246 0.398



Least stable = P